15
Properties=species:S:1:pos:R:3 method="wB97M-V/def2-TZVPD" e_homo_ev=-7.3 spin_multiplicity=1 de_lowest_kj_mol=564.9
C -1.37790 0.61968 1.37222
C -0.47461 -0.18675 0.48399
C -0.02222 -1.53198 0.44038
C 0.99897 -2.60964 0.18311
C 1.02842 -1.64900 -0.67474
C 1.26578 -0.37892 -1.35394
C 0.26063 0.52734 -0.60516
H -2.41161 0.99834 0.88305
H -0.91943 1.46426 1.81418
H -2.00116 0.05867 2.17163
H 1.55264 -3.42904 0.59566
H 2.32521 -0.12118 -1.22177
H 1.18240 -0.32661 -2.45967
H -0.37479 1.27062 -1.18817
H 0.87487 1.30504 0.01212

=====

19
Properties=species:S:1:pos:R:3 method="wB97M-V/def2-TZVPD" e_homo_ev=-9.8 spin_multiplicity=1 de_lowest_kj_mol=90.7
C 2.16948 1.48274 -0.57916
N 1.48309 0.38219 0.07262
C 0.17047 0.53884 0.33983
O -0.37223 1.64399 0.30816
C -0.60220 -0.66118 0.84693
C -0.65849 -1.91614 -0.08351
O 0.57706 -2.25481 -0.64518
H 3.24314 1.49489 -0.38704
H 2.01288 1.56144 -1.65853
H 1.82167 2.44187 -0.20546
H 1.76216 -0.53983 -0.20824
H -1.60885 -0.36360 1.11608
H -0.08189 -1.02018 1.74426
H -1.40609 -1.69491 -0.84590
H -1.04043 -2.72613 0.54554
H 1.12634 -2.79744 -0.10720
O -2.94467 1.07100 -0.13595
H -2.08538 1.54343 0.00800
H -3.56609 1.81381 -0.12524

=====

64
Properties=species:S:1:pos:R:3 method="wB97M-V/def2-TZVPD" e_homo_ev=-5.7 total_charge=-1 spin_multiplicity=1 de_lowest_kj_mol=2087.8
C 1.15662 -4.12394 1.17245
C 1.46344 -2.80012 2.07901
C 0.34002 -1.67102 2.25799
Br 1.08101 -0.36241 3.65199
C -0.46168 -0.97984 1.03980
C -1.37999 -2.24046 0.40396
N -1.97591 -3.27092 -0.15047
C -1.68086 -0.14352 1.83576
C -2.95118 0.32533 0.94150
C -4.30105 -0.64695 0.74072
C -5.63601 -0.23369 -0.10663
C -5.75023 1.22812 -0.84299
C -4.48446 2.25020 -0.65705
C -4.50226 3.77571 -1.34088
C -3.13604 1.81431 0.20049
C 0.31905 -0.11060 -0.09379
C 0.23487 1.50480 0.36124
N 0.22970 2.67296 0.97321
C -0.49295 -0.09965 -1.56212
C -0.46718 1.38851 -2.29967
C -0.08642 -1.34349 -2.55477
C -1.49054 -1.86643 -3.30779
S 2.14966 -0.37982 -0.31674
O 2.51478 -1.85982 -0.74388
O 3.00809 -0.09591 0.98180
C 3.05537 0.64460 -1.58433
F 2.56510 0.48944 -3.00238
F 4.39899 -0.06466 -1.66553
C 3.42696 2.18160 -1.25123
F 2.76086 3.15233 -2.20498
F 3.11428 2.70214 0.09205
C 5.04383 2.57669 -1.46114
F 5.04994 4.08172 -1.29400
F 5.53210 2.34878 -2.83813
F 5.91704 2.07128 -0.38022
H 0.86689 -3.86265 0.04403
H 0.34692 -4.86315 1.63495
H 2.17634 -4.73692 1.07594
H 1.61707 -3.25157 3.18103
H 2.55154 -2.46376 1.78848
H -0.50316 -2.23045 2.90951
H -2.16273 -0.89112 2.63747
H -1.31414 0.75945 2.46783
H -4.30484 -1.72253 1.25744
H -6.57647 -0.95590 -0.22525
H -6.65917 1.61652 -1.48177
H -5.57685 4.22702 -1.43091
H -3.80767 4.41717 -0.61173
H -3.92670 3.66724 -2.35732
H -2.30303 2.62972 0.28614
H -1.67249 -0.23518 -1.41473
H -0.80416 1.17101 -3.42468
H 0.56725 1.89783 -2.35926
H -1.31095 2.12102 -1.88127
H 0.26029 -2.30901 -1.94298
H 0.62308 -1.07208 -3.44008
H -1.15728 -2.32272 -4.36007
H -2.01137 -2.74359 -2.73493
H -2.18743 -0.95792 -3.54368
O 4.80069 0.57923 4.15080
Cl 4.54085 -0.16070 5.37042
O 3.75084 0.65520 6.27194
O 5.79864 -0.50312 6.00548
O 3.81315 -1.37426 5.05396

=====

16
Properties=species:S:1:pos:R:3 method="wB97M-V/def2-TZVPD" e_homo_ev=-9.6 spin_multiplicity=1 de_lowest_kj_mol=69.9
C -1.23348 -0.04409 -1.31379
C -0.92251 0.16484 0.16017
C -0.38350 1.54565 0.57632
O -0.75910 2.68643 0.45336
N 0.71330 0.97835 1.16869
C 0.38009 -0.40366 0.81090
C 1.39797 -1.10021 -0.07619
H -1.83198 0.79855 -1.68107
H -1.82553 -0.95177 -1.48342
H -0.32803 -0.10987 -1.93113
H -1.80280 -0.07758 0.76789
H 1.43583 1.37670 1.74745
H 0.16921 -1.01896 1.69216
H 1.64242 -0.49595 -0.95515
H 1.02268 -2.07247 -0.41564
H 2.32544 -1.27595 0.47946

=====

28
Properties=species:S:1:pos:R:3 method="wB97M-V/def2-TZVPD" e_homo_ev=-13.6 total_charge=+1 spin_multiplicity=1 de_lowest_kj_mol=248.2
O 0.27291 0.19112 -0.04604
H -0.52192 0.71831 -0.47003
H 0.40341 -0.47803 -0.78361
H -0.11970 -0.39139 0.63747
O -1.50462 0.66625 -2.33752
H -2.45037 0.65139 -2.31143
H -1.27683 -0.10239 -2.87683
O -0.17470 0.39086 2.99413
H 0.18532 1.18347 2.51565
H 0.49693 -0.29827 2.94923
O -1.81110 1.90932 0.14777
H -1.93977 2.51501 -0.52019
H -2.69267 1.49631 0.14698
O 1.05190 -1.69904 1.95659
H 0.93144 -2.59761 1.81645
H 1.83460 -1.61006 1.52765
O -0.40472 4.03209 -0.36034
H 0.10889 4.82273 -0.64580
H 0.05323 3.36883 -0.87924
O 2.95930 -1.71657 -0.17310
H 3.04886 -2.58209 -0.59868
H 3.80709 -1.36961 -0.21331
O 0.86021 -1.11651 -2.32739
H 1.74811 -0.92668 -2.63820
H 0.96133 -2.03469 -2.31776
O -1.95337 -1.28908 1.44846
H -2.12430 -2.11502 1.02021
H -1.74946 -1.61864 2.33887

=====

50
Properties=species:S:1:pos:R:3 method="wB97M-V/def2-TZVPD" e_homo_ev=-4.1 total_charge=-1 spin_multiplicity=1
C -1.39749 3.31481 -0.08209
C 0.03048 3.48421 0.46839
F -0.05604 4.10342 1.71295
C 0.71499 2.13539 0.57521
C 2.13724 2.06779 1.15622
N 2.60425 0.70550 0.87142
C 2.12757 2.14801 2.70243
O 2.32131 3.42727 3.27464
C 3.62165 3.76918 3.52998
O 3.92489 3.47677 4.90392
C 3.05309 3.14246 0.44216
O 3.85361 2.65482 -0.38754
O 2.88442 4.32845 0.72907
H -2.10603 3.42595 0.73646
H -1.50361 2.33774 -0.54805
H -1.60236 4.07915 -0.83216
H 0.59856 4.12266 -0.20628
H 0.73859 1.72416 -0.43678
H 0.06988 1.47408 1.16604
H 2.30212 0.43020 -0.04917
H 3.61343 0.70557 0.88796
H 2.87713 1.45032 3.08254
H 1.16093 1.80225 3.07297
H 4.31471 3.21406 2.88704
H 3.74632 4.83360 3.32508
H 4.64423 4.05043 5.18037
C -4.02303 -2.27834 -2.70646
C -2.96011 -1.63924 -2.22790
C -2.94292 -0.16289 -2.09363
O -1.97336 0.40597 -1.64522
C -4.15578 0.58308 -2.51665
C -5.21757 -0.05551 -3.00063
C -5.23530 -1.53593 -3.13246
O -6.20837 -2.11367 -3.57095
H -4.05540 -3.35580 -2.80319
H -2.06770 -2.15599 -1.90784
H -4.11888 1.65958 -2.40533
H -6.11417 0.46267 -3.31639
C 1.08706 -4.52595 0.48089
C -0.16781 -4.14421 0.25839
C -0.98485 -4.77306 -0.80814
O -2.12855 -4.42162 -1.01648
C -0.35306 -5.84272 -1.62002
C 0.89963 -6.22722 -1.39635
C 1.71912 -5.60111 -0.32562
O 2.85756 -5.95959 -0.12183
H 1.70393 -4.07704 1.24870
H -0.64725 -3.36081 0.83158
H -0.96925 -6.28341 -2.39355
H 1.38220 -7.00545 -1.97370

=====

18
Properties=species:S:1:pos:R:3 method="wB97M-V/def2-TZVPD" e_homo_ev=-9.6 spin_multiplicity=1 de_lowest_kj_mol=135.5
N -1.66936 0.54396 -1.93028
C -0.84512 1.45465 -1.11693
C 0.39398 0.77091 -0.59913
C 0.06004 -0.50560 0.22974
C 0.89101 -0.57692 1.50629
C 1.05232 -1.99668 2.03128
O 2.14309 -2.47753 2.15044
H -2.55060 0.99700 -2.13357
H -1.22951 0.42650 -2.84237
H -1.44662 1.59050 -0.20837
H -0.61553 2.41892 -1.58543
H 1.03075 1.49900 -0.08663
H 1.04716 0.47030 -1.43856
H 0.26273 -1.35100 -0.44044
H -1.00599 -0.52872 0.44894
H 1.93800 -0.28692 1.39915
H 0.40307 0.07377 2.24015
H 0.14059 -2.52215 2.37571

=====

23
Properties=species:S:1:pos:R:3 method="wB97M-V/def2-TZVPD" e_homo_ev=-16.2 total_charge=+2 spin_multiplicity=1 de_lowest_kj_mol=84.8
Pb 0.27178 -0.30470 -0.47167
O 1.22338 -3.75336 0.47008
C 0.92023 -2.67687 0.21779
C -0.47200 2.18248 -1.06923
O -0.88122 3.22173 -0.91138
C -1.97553 -1.12423 -1.38447
O -2.99455 -1.50315 -1.72410
C 2.56854 0.54230 0.27504
O 3.46657 0.98082 0.78407
C 1.44246 -1.11653 -2.72681
H 2.38067 -1.35904 -2.21625
H 0.76773 -1.97224 -2.83601
C 1.04585 0.18317 -2.98057
H 0.04113 0.43582 -3.33151
H 1.65483 1.05104 -2.71095
S -0.88717 1.80316 3.78936
C -2.05645 0.47479 3.33855
C -1.70878 -0.13165 2.13088
N -0.48671 0.39964 1.62517
C -0.03838 1.46704 2.31462
H -2.91999 0.14559 3.91469
H -2.20792 -0.95068 1.53047
H 0.84554 2.00487 1.97224

=====

| no. | frontier orbital gap (eV) |
| --- | --- |
| 1 | 8.31 |
| 2 | 10.34 |
| 3 | 6.14 |
| 4 | 10.56 |
| 5 | 10.21 |
| 6 | 3.91 |
| 7 | 10.59 |
| 8 | 8.40 |